C14H21BrReSi as an isolated structure. Source: the Open Molecules 2025 dataset; level of theory: ωB97M-V/def2-TZVPD.

Structure (XYZ):
```
38
Properties=species:S:1:pos:R:3:lowdin_charge:R:1
C -0.44360 2.76857 1.01111 -0.215
C -0.30182 1.82366 2.08214 -0.231
C 0.95688 1.16332 1.92329 -0.268
H -0.99320 1.65987 2.91073 0.126
C 1.56781 1.64266 0.71706 -0.257
C 0.71669 2.63661 0.14632 -0.215
H 0.94806 3.24532 -0.70681 0.109
H -1.24220 3.49782 0.90304 0.116
H 1.38398 0.47291 2.62110 0.076
H 2.53498 1.34554 0.33142 0.124
Re -0.26377 0.72466 0.26930 1.023
Br -2.34242 -0.09875 -0.71353 0.171
C -2.49619 0.44822 -4.08995 -0.148
C -1.75546 1.59623 -4.49196 -0.103
C -2.41849 2.75493 -3.97035 -0.083
H -0.86248 1.59630 -5.11701 0.090
C -3.56972 2.31780 -3.25225 -0.138
C -3.62932 0.89331 -3.33337 -0.187
H -4.42602 0.26602 -2.93775 0.089
H -2.26273 -0.58689 -4.33229 0.092
H -2.11555 3.79098 -4.12901 0.097
H -4.30096 2.95292 -2.75210 0.087
C 3.25249 -1.51922 1.92699 -0.187
Si 1.48201 -2.09473 1.59944 0.434
C 1.62406 -3.92772 1.17977 -0.198
C 0.41619 -2.04848 3.15666 -0.187
C 0.67154 -1.10836 0.16597 -0.467
H 3.65474 -2.02800 2.81870 0.036
H 3.32774 -0.43879 2.09412 0.011
H 3.90065 -1.78136 1.07490 0.036
H 2.08832 -4.47562 2.01400 0.032
H 0.63105 -4.36351 0.99965 0.031
H 2.24422 -4.08738 0.28515 0.031
H 0.14246 -1.03179 3.46436 0.009
H -0.51049 -2.61591 2.97531 0.039
H 0.95102 -2.52741 3.99315 0.035
H 1.49345 -1.03009 -0.57447 0.019
H -0.05393 -1.83366 -0.26282 -0.027
```

Computed properties:
Spin multiplicity: 4
HOMO (alpha / beta) in eV: -7.63 / -7.74
Energy above the lowest of the compared OMol25 structures with the same formula, charge and spin in kcal/mol: 0.0